1.
C14H42FO7Pb as an isolated structure, computed with ωB97M-V with the def2-TZVPD basis set.

Structure (XYZ):
```
65
Properties=species:S:1:pos:R:3:forces:R:3:nbo_charge:R:1
Pb -18.272910 22.053280 -31.644820 -2.1 0.6 -0.9 1.745
F -20.546350 22.713320 -32.622490 1.9 -0.6 0.8 -0.880
C -23.389840 20.849210 -36.287300 0.4 0.0 0.6 -0.629
C -22.753890 21.347340 -34.985860 -0.1 -0.2 -0.4 -0.055
O -21.411340 21.770200 -35.144730 0.2 0.2 -0.7 -0.762
H -23.696960 21.659390 -36.948640 -0.1 0.0 0.2 0.212
H -24.244860 20.268340 -35.941410 -0.3 0.0 -0.5 0.216
H -22.742290 20.198510 -36.874980 0.1 -0.1 0.2 0.210
H -22.721890 20.559560 -34.233210 -0.5 -0.3 0.1 0.141
H -23.370290 22.155730 -34.592590 0.0 0.0 0.1 0.173
H -21.137350 22.091140 -34.282450 0.3 0.2 0.3 0.486
C -21.454460 21.464430 -29.494750 -0.2 -0.3 -0.4 -0.645
C -20.414350 20.488330 -29.002530 -1.3 -0.7 0.1 -0.066
O -19.190160 20.976610 -29.505170 1.8 0.7 -0.2 -0.808
H -22.455210 21.354590 -29.076980 0.2 -0.1 0.2 0.248
H -21.560280 21.312950 -30.568970 -0.1 0.1 0.0 0.225
H -21.093380 22.482160 -29.346560 -0.1 0.1 0.2 0.222
H -20.496880 19.482330 -29.413920 -0.6 -0.1 -0.1 0.173
H -20.391160 20.339370 -27.923010 0.2 0.5 0.1 0.191
H -18.490070 20.567760 -28.991040 0.4 0.0 0.0 0.501
C -23.991280 24.538540 -32.680300 -1.0 -0.7 0.7 -0.632
C -23.911520 23.528500 -31.533620 0.4 0.2 -0.7 -0.056
O -23.314210 22.357110 -32.035690 -0.1 -1.0 0.4 -0.753
H -24.391770 25.461140 -32.260160 0.3 0.4 -0.5 0.211
H -24.701980 24.126660 -33.396800 -0.1 0.2 -0.1 0.215
H -23.035620 24.616300 -33.198720 0.1 0.4 0.3 0.200
H -24.882360 23.209880 -31.154070 -0.1 0.3 -0.1 0.183
H -23.356080 23.962430 -30.702180 0.2 -0.1 0.3 0.143
H -22.376290 22.496410 -32.185750 0.4 0.3 -0.1 0.487
C -20.406630 17.908560 -32.423380 -0.2 -0.5 0.7 -0.636
C -20.019960 19.252240 -32.947430 -1.1 -0.1 -0.5 -0.083
O -18.744790 19.590980 -32.413040 0.8 1.1 0.3 -0.803
H -20.484580 17.922040 -31.336260 0.0 0.2 0.1 0.208
H -19.621820 17.180380 -32.628160 -0.2 -0.2 -0.4 0.210
H -21.383670 17.575870 -32.773820 0.2 -0.1 -0.3 0.243
H -20.736920 20.018680 -32.653070 0.1 0.1 0.1 0.201
H -19.968390 19.270450 -34.036050 0.0 0.0 -0.1 0.198
H -18.108830 19.028020 -32.860520 0.3 -0.1 0.0 0.501
C -15.598990 24.847560 -31.915900 -0.7 0.4 -0.7 -0.619
C -16.930550 25.421300 -32.462570 3.3 1.5 1.1 -0.064
O -17.789140 24.386990 -32.663780 -0.7 -2.2 0.6 -0.824
H -14.885170 25.645850 -31.712690 -0.2 0.0 0.3 0.238
H -15.107580 24.201110 -32.643030 -0.2 -0.2 0.0 0.209
H -15.866230 24.301600 -31.011130 0.4 -0.1 0.2 0.183
H -16.715740 26.008130 -33.355650 -0.3 -0.2 -0.3 0.186
H -17.251960 26.126580 -31.696170 -0.6 0.0 0.0 0.169
H -18.518500 24.685530 -33.211970 -1.3 0.2 -1.2 0.530
C -21.038660 26.221330 -31.501090 -0.7 0.4 0.6 -0.641
C -20.312920 26.957070 -30.387960 1.2 -0.9 -0.5 -0.065
O -20.164490 26.106520 -29.254710 -0.4 0.0 0.3 -0.724
H -22.049970 26.098050 -31.113580 -0.4 0.1 -0.6 0.202
H -20.700840 25.197650 -31.662490 0.5 0.1 0.1 0.205
H -21.002440 26.785180 -32.433210 -0.3 -0.1 0.0 0.226
H -20.814100 27.855590 -30.028000 0.1 0.3 -0.7 0.176
H -19.291500 27.139760 -30.721760 0.0 0.6 0.1 0.161
H -20.989680 26.275670 -28.794220 0.1 -0.5 0.6 0.464
C -19.001210 25.559430 -36.481380 -0.4 -0.3 -1.2 -0.628
C -19.607780 24.441160 -35.665230 1.3 0.3 0.1 -0.065
O -19.726480 24.922010 -34.342720 -0.1 0.8 1.3 -0.769
H -19.698870 26.376850 -36.663530 0.2 0.1 0.1 0.218
H -18.739610 25.105240 -37.437090 -0.3 0.1 -0.4 0.217
H -18.026940 25.929060 -36.161570 -0.2 0.0 0.7 0.210
H -18.822830 23.684900 -35.659950 -0.3 -0.7 -0.1 0.149
H -20.558320 24.033800 -36.009660 0.2 0.1 -0.2 0.212
H -20.362870 24.444020 -33.805940 -0.4 -0.5 -0.1 0.507
```
Positions in Å, forces in eV/Å.

Calculated values
- Relative energy (zero: lowest compared OMol25 entry of this formula, charge and spin): 0.533 eV
- Total charge: +1
- Gap between HOMO and LUMO: 7.31 eV
- E_HOMO: -11.8 eV

***

2.
A single C9H12ClN5O3 molecule, computed with ωB97M-V with the def2-TZVPD basis set.

Structure (XYZ):
```
30
Properties=species:S:1:pos:R:3:forces:R:3:nbo_charge:R:1
Cl -1.984227 -0.269908 2.174076 2.0 -0.5 -0.5 -0.003
N -1.869214 0.634219 -0.722584 0.7 -1.8 1.2 -0.557
N 0.107890 -1.934712 2.198049 -3.2 2.3 0.0 -0.485
N 2.102800 -1.896190 0.963302 0.4 3.7 -2.4 -0.492
O 2.473857 -0.027917 -0.411407 0.8 -0.5 0.3 -0.504
O -2.873793 1.112060 -2.636265 -2.3 1.1 -1.4 -0.722
O -3.060906 3.618510 -2.009826 0.1 0.4 1.1 -0.720
C -0.951342 1.479121 -0.433347 -2.0 -2.3 1.1 0.578
C 1.260778 -2.325799 1.828046 2.1 -6.0 1.3 0.428
C -0.328975 -0.814414 1.634668 0.1 1.4 0.3 0.300
C 1.690099 -0.723333 0.448247 1.2 0.8 -0.2 0.518
C 0.531096 -0.031271 0.788598 -2.6 -2.1 1.2 -0.012
N 0.220141 1.232857 0.292937 1.5 0.8 -2.3 -0.611
N -1.277379 2.756894 -0.650312 0.0 2.6 0.7 -0.635
C 3.607930 -0.773962 -0.878049 -1.2 -2.4 -1.5 -0.264
C 1.647311 -3.730039 2.321070 -2.1 -0.4 1.4 -0.659
C -2.999352 1.339801 -1.268849 0.7 -0.7 0.0 0.203
C -2.722678 2.783474 -0.881937 -0.3 1.2 -2.9 0.204
H -2.036215 0.748855 -2.838695 1.3 -0.7 0.1 0.482
H -2.664571 3.287906 -2.842353 -0.3 -0.3 1.0 0.489
H 0.997581 1.547823 -0.343616 -0.6 -0.2 1.3 0.417
H -0.908488 3.326891 0.101164 -0.2 0.5 -0.3 0.395
H 4.240991 -0.200067 -1.521390 0.0 0.9 -0.1 0.200
H 4.214613 -1.259648 -0.114708 -0.3 0.3 0.3 0.209
H 3.156636 -1.613374 -1.538096 1.0 1.1 1.0 0.186
H 0.895445 -3.986570 3.111525 1.1 0.5 0.2 0.227
H 2.685954 -3.911677 2.624629 -0.4 0.2 -0.2 0.226
H 1.264703 -4.507378 1.649988 0.7 0.3 -0.8 0.231
H -4.042501 1.058448 -0.994718 1.0 -0.3 0.2 0.182
H -3.378186 3.079400 -0.050147 0.7 0.3 -0.1 0.191
```
Positions in Å, forces in eV/Å.

Calculated values
- SMILES string: COc1nc(C)nc(Cl)c1NC1=N[C@H](O)[C@H](O)N1
- Relative energy (zero: lowest compared OMol25 entry of this formula, charge and spin): 0.000 eV
- Gap between HOMO and LUMO: 9.60 eV
- E_HOMO: -9.1 eV

***

3.
C41H35FNO3P2S2Sn as an isolated structure, computed with ωB97M-V with the def2-TZVPD basis set.

Structure (XYZ):
```
86
Properties=species:S:1:pos:R:3:forces:R:3:mulliken_charge:R:1
Sn 1.450783 -0.565647 -1.318970 0.0 -0.1 -0.2 1.998
C -3.671129 0.406225 0.654311 0.0 0.0 0.0 -1.306
C -2.650037 1.545629 0.597418 0.0 0.0 0.0 0.304
P -1.475264 1.433222 1.988319 0.0 0.0 -0.1 0.801
C -1.931567 2.702290 3.189895 0.0 0.0 0.0 0.794
C -0.971511 3.505710 3.803021 0.0 0.0 0.0 -0.471
C -1.355443 4.428780 4.763787 0.0 0.0 0.0 -0.762
C -2.689361 4.549675 5.123663 0.0 0.0 0.0 -0.521
C -3.648428 3.744180 4.522351 0.0 0.0 0.0 -0.811
C -3.271911 2.817392 3.566791 0.0 0.0 0.0 -0.395
C 0.169003 1.858183 1.384472 0.0 0.1 0.0 0.050
C 0.343743 2.690298 0.280406 0.0 0.0 0.0 -0.285
C 1.623589 3.020731 -0.142421 0.0 0.0 0.0 -0.593
C 2.728510 2.535503 0.545214 0.0 0.0 0.0 -0.657
C 2.558954 1.715553 1.653032 0.0 0.0 0.0 -0.888
C 1.282185 1.371360 2.067889 0.0 0.0 0.0 -0.235
C -2.999490 -0.969312 0.582064 0.0 0.0 0.0 -1.051
P -1.548724 -1.159121 1.681993 0.0 0.1 0.0 1.002
C -0.568523 -2.521712 0.997147 -0.1 0.0 0.0 0.550
C -1.140062 -3.485218 0.166120 0.0 0.0 0.0 -0.481
C -0.365254 -4.522794 -0.326298 0.0 0.0 0.0 -0.744
C 0.976248 -4.614149 0.016021 0.0 0.0 0.0 -0.667
C 1.551437 -3.660038 0.842366 0.0 0.0 0.0 -0.647
C 0.785193 -2.607457 1.319852 0.0 0.0 0.0 0.183
C -2.102157 -1.710227 3.308406 0.1 0.0 0.0 0.679
C -3.216565 -1.124113 3.908727 0.0 0.0 0.0 -0.118
C -3.599524 -1.495598 5.187284 0.0 0.0 0.0 -0.965
C -2.866886 -2.446571 5.883039 0.0 0.0 0.0 -0.503
C -1.754282 -3.029486 5.294932 0.0 0.0 0.0 -0.759
C -1.370327 -2.665031 4.013663 0.0 0.0 0.0 -0.712
H -4.355095 0.498755 -0.191114 0.0 0.0 0.0 0.593
H -4.289626 0.491853 1.549313 0.0 0.0 0.0 0.314
H -3.134324 2.522843 0.602525 0.0 0.0 0.0 0.875
H -2.062522 1.448483 -0.317775 0.0 0.0 0.0 -1.192
H 0.069837 3.424593 3.520761 0.0 0.0 0.0 0.314
H -0.608963 5.058209 5.228485 0.0 0.0 0.0 0.428
H -2.983828 5.271316 5.872939 0.0 0.0 0.0 0.398
H -4.689029 3.838221 4.801088 0.0 0.0 0.0 0.441
H -4.027095 2.190332 3.107762 0.0 0.0 0.0 0.253
H -0.511850 3.084375 -0.254728 0.0 0.0 0.0 0.621
H 1.753636 3.659152 -1.006818 0.0 0.0 0.0 0.505
H 3.725774 2.797450 0.216690 0.0 0.0 0.0 0.484
H 3.420571 1.338511 2.186953 0.0 0.0 0.0 0.526
H 1.147618 0.727868 2.930882 0.0 0.0 0.0 0.494
H -2.595413 -1.109434 -0.424657 0.0 0.0 0.0 0.433
H -3.716047 -1.768783 0.782455 0.0 0.0 0.0 0.770
H -2.187305 -3.433852 -0.099646 0.0 0.0 0.0 0.396
H -0.809961 -5.260339 -0.979850 0.0 0.0 0.0 0.439
H 1.577585 -5.424010 -0.374027 0.0 0.0 0.0 0.426
H 2.601905 -3.717314 1.093292 0.0 0.0 0.0 0.466
H 1.251169 -1.832657 1.918196 0.0 0.0 0.1 0.243
H -3.798836 -0.380275 3.381717 0.0 0.0 0.0 0.120
H -4.470622 -1.041775 5.640148 0.0 0.0 0.0 0.443
H -3.164987 -2.734992 6.881792 0.0 0.0 0.0 0.401
H -1.184937 -3.775663 5.831945 0.0 0.0 0.0 0.424
H -0.510272 -3.138250 3.559162 0.0 0.0 0.0 0.332
S 4.909811 -0.379714 -0.394099 0.0 0.0 0.0 -0.147
C 4.709853 -0.225969 -2.040494 0.1 0.0 0.0 0.191
N 3.552968 -0.378711 -2.696257 0.0 0.0 0.2 0.062
C 3.706556 -0.267019 -4.032533 -0.1 -0.1 0.0 -0.174
C 2.682629 -0.451522 -4.987712 -0.1 0.0 0.0 -0.375
C 2.999194 -0.306626 -6.308185 0.0 0.0 0.0 -0.684
C 4.315066 0.015781 -6.717136 0.0 0.0 0.0 -0.451
C 5.334633 0.178061 -5.810643 0.0 0.0 0.0 -0.590
C 5.030110 0.028046 -4.456850 0.0 0.0 0.0 0.647
S 6.063575 0.121568 -3.097044 0.0 0.0 0.0 -0.195
H 1.691670 -0.721394 -4.654359 0.0 0.0 0.0 0.412
H 2.237154 -0.448329 -7.061658 0.0 0.0 0.0 0.429
H 4.522950 0.125042 -7.772791 0.0 0.0 0.0 0.400
H 6.339744 0.406457 -6.134462 0.0 0.0 0.0 0.412
O 0.753539 3.400938 -3.856787 0.1 -0.1 0.1 -0.725
C -0.577043 3.262834 -3.723058 0.0 0.0 0.0 0.378
C -1.383490 4.297303 -4.202338 0.0 0.0 0.0 -0.675
C -2.754720 4.213773 -4.095402 0.0 0.0 0.0 -0.380
C -3.364856 3.102578 -3.508965 0.0 0.0 0.0 -0.975
C -2.573014 2.088752 -3.020634 0.0 0.0 0.0 -0.319
C -1.177172 2.151578 -3.108388 0.0 0.1 0.0 0.257
C -0.371677 1.069007 -2.519544 -0.1 -0.2 -0.2 1.044
O 0.889390 1.012274 -2.796015 0.1 0.0 0.2 -0.684
O -0.873083 0.211984 -1.758596 0.1 0.0 0.1 -0.859
H 1.170848 2.575356 -3.526717 -0.1 0.1 -0.1 0.274
H -0.903441 5.149417 -4.662667 0.0 0.0 0.0 0.479
H -3.364167 5.020598 -4.480886 0.0 0.0 0.0 0.402
H -4.441885 3.038260 -3.449567 0.0 0.0 0.0 0.441
H -3.012127 1.205952 -2.573295 0.0 0.0 0.0 0.513
F 1.103704 -1.988354 -2.635607 -0.1 0.1 0.1 -0.841
```
Positions in Å, forces in eV/Å.

Calculated values
- Relative energy (zero: lowest compared OMol25 entry of this formula, charge and spin): 1.573 eV
- Total charge: +1
- Gap between HOMO and LUMO (alpha / beta): 6.68 / 4.53 eV
- E_HOMO (alpha / beta): -10.7 / -9.8 eV

***

4.
A single C6H13NO5 molecule, computed with ωB97M-V with the def2-TZVPD basis set.

Structure (XYZ):
```
25
Properties=species:S:1:pos:R:3:forces:R:3:nbo_charge:R:1
C -0.302152 -0.489623 -2.346073 1.4 1.0 0.4 -0.058
C 0.109221 0.290410 -1.037865 0.1 0.7 -3.2 -0.086
C 1.358956 0.193055 0.907803 0.2 -0.2 1.5 0.236
C 0.112912 0.032565 1.857613 1.3 -0.5 -1.0 0.040
C -1.169330 -0.172105 0.985138 0.8 0.9 0.3 0.064
C -1.062706 0.788854 -0.217123 0.0 -0.3 1.2 0.053
H 1.036495 -1.865354 -2.691956 0.1 0.0 -0.2 0.469
H -0.784213 0.163694 -3.083927 0.3 0.0 0.3 0.181
H -0.953382 -1.326601 -2.215052 -0.5 -0.5 0.6 0.190
H 0.682240 1.190848 -1.428528 -0.6 -0.6 0.2 0.170
H 1.823159 -0.857993 -0.797132 -0.1 0.5 -0.1 0.411
H 1.573467 1.272168 0.706911 -0.3 -0.3 0.1 0.138
H 2.624955 0.369234 2.223632 0.7 -0.6 0.3 0.473
H 0.350120 -0.879988 2.461147 -0.5 0.4 -0.5 0.185
H -0.730451 0.992224 3.239733 1.4 0.8 -0.5 0.473
H -2.032162 0.088456 1.586985 -0.3 0.1 0.1 0.184
H -0.432847 -1.858295 0.360215 -1.1 0.7 0.1 0.490
H -0.794915 1.796619 0.144259 -0.4 -0.2 0.1 0.179
H -2.382954 1.578369 -1.412667 0.0 0.2 -0.2 0.471
N 1.027012 -0.500493 -0.283085 0.5 -1.3 0.7 -0.681
O 0.961258 -0.926792 -2.888311 -0.4 -0.2 -0.3 -0.735
O 2.552386 -0.349033 1.575037 -1.7 1.2 -0.8 -0.708
O 0.080308 1.175006 2.684884 -2.0 -0.6 0.9 -0.715
O -1.337576 -1.487955 0.556661 0.8 -1.2 0.0 -0.723
O -2.309804 0.782730 -0.888299 0.2 -0.1 0.0 -0.704
```
Positions in Å, forces in eV/Å.

Calculated values
- SMILES string: OC[C@@H]1N[C@H](O)[C@@H](O)[C@H](O)[C@@H]1O
- Relative energy (zero: lowest compared OMol25 entry of this formula, charge and spin): 0.936 eV
- Gap between HOMO and LUMO: 9.69 eV
- E_HOMO: -9.1 eV